Entry 1:
Entry from the Open Molecules 2025 dataset: a molecular structure, C39H101AgF3N8O11Pd in a non-equilibrium geometry (wB97M-V/def2-TZVPD).

Output
Expectation value of S² ... 2.021
Total charge ... +1
Lowest unoccupied orbital energy (spin up / spin down) ... -2.8 / -6.0 eV
HOMO-LUMO gap (spin up / spin down) ... 7.6 / 4.4 eV
E_tot ... -3386.08472 Eh
Spin multiplicity ... 3
Energy relative to the best compared isomer or geometry (same formula, charge and spin) ... 80.9 kcal per mole

Geometry as XYZ:
```
164
Properties=species:S:1:pos:R:3:forces:R:3
Pd -0.73233 -1.00577 -4.08311 0.5 -0.3 1.0
Ag -2.87560 -1.91653 -1.91737 0.0 -0.2 0.2
C -0.31461 -0.17000 -0.53594 -0.7 -1.2 -0.1
O -1.36296 -0.99408 -0.04656 1.0 0.6 1.2
O -0.36922 -0.35482 -1.86325 0.4 1.3 -1.5
C -0.38537 1.27065 0.13133 2.0 -2.7 -2.4
F -1.56968 1.73067 0.06042 -2.7 1.7 -0.3
F -0.02147 1.23552 1.39177 0.5 0.0 0.8
F 0.48323 2.01502 -0.58917 -0.3 0.5 0.5
C -0.89328 -2.07359 0.76166 -1.7 -0.8 0.6
C -2.21844 -2.84728 1.03963 2.1 0.0 0.5
H -1.95352 -3.65608 1.72062 -0.3 -0.1 -0.1
H -2.90537 -2.17890 1.55876 -0.2 -0.1 -0.2
H -2.59105 -3.25240 0.09881 -0.3 0.0 0.1
H -0.42015 -1.76140 1.69268 -0.3 0.5 0.1
H -0.11442 -2.66509 0.28041 -0.3 -0.1 -0.6
H 0.64539 -0.58295 -0.22613 0.5 0.0 0.4
C -1.17224 -5.22115 -1.99796 -1.1 -0.5 1.1
C -0.75248 -4.55307 -3.27031 1.1 0.2 -1.3
C -1.11650 -5.41090 -4.47125 -1.0 -0.7 -0.2
O -1.10439 -3.19738 -3.46042 -0.6 1.1 0.5
H -0.72982 -4.87101 -1.06535 0.2 0.4 -0.2
H -1.00635 -6.29814 -2.02348 0.6 0.0 -0.3
H -2.25022 -5.22221 -1.83648 -0.3 0.5 -0.1
H 0.33457 -4.63245 -3.28040 0.5 0.5 0.2
H -0.79869 -5.02291 -5.43901 0.0 0.2 0.2
H -2.18637 -5.61678 -4.50431 -0.4 0.5 -0.2
H -0.75128 -6.43405 -4.38243 0.6 0.1 0.1
C 3.78131 6.71071 3.46785 0.6 -1.0 0.5
C 3.85303 5.29952 2.83574 -0.4 1.1 0.4
C 3.11102 4.19730 3.65596 0.2 0.2 -0.4
O 3.06106 2.97011 2.86096 -0.1 0.7 0.0
C 2.56002 1.81812 3.51267 0.1 0.3 0.8
N 3.25914 5.40707 1.50790 0.5 -1.8 -0.2
H 4.26289 6.69853 4.44563 -0.4 0.1 0.4
H 2.73617 7.01930 3.49148 0.0 0.0 0.4
H 4.33302 7.47858 2.92555 0.0 -0.3 -0.5
H 4.86847 4.93526 2.67985 0.3 0.3 0.2
H 2.11199 4.59777 3.82814 -0.4 -0.3 0.1
H 3.59078 4.02376 4.61918 0.1 -0.2 0.1
H 2.45100 0.95027 2.86224 0.3 0.4 -0.5
H 1.57911 1.96934 3.96328 -0.2 0.3 0.0
H 3.23940 1.53220 4.31567 0.1 -0.1 0.2
H 3.13250 4.40520 1.49009 0.0 -0.8 -2.0
H 2.27706 5.64237 1.52319 0.0 0.9 0.5
C -5.12382 0.51140 1.71354 -1.3 -0.5 -0.6
C -5.33709 -0.53559 0.61140 0.3 0.2 -0.4
C -6.59224 -0.44447 -0.24887 -0.1 1.1 2.0
O -7.65973 -0.54519 0.67925 -0.9 -1.0 -1.5
C -8.91268 -0.80672 0.00359 -0.2 0.2 1.8
N -4.23474 -0.37237 -0.33177 1.1 -0.9 -0.8
H -4.25538 0.24405 2.31556 0.0 0.1 0.0
H -6.02978 0.55627 2.31794 0.2 0.2 0.3
H -4.98701 1.45938 1.19322 0.1 0.3 0.4
H -5.38717 -1.53011 1.05470 0.5 -0.2 -0.1
H -6.58586 -1.22701 -1.00761 -0.1 0.0 -0.1
H -6.65520 0.56272 -0.66082 0.1 0.1 -0.7
H -8.91538 -1.62487 -0.71663 0.5 0.1 -0.2
H -9.36607 0.10415 -0.38737 0.3 0.1 -0.4
H -9.55767 -1.13064 0.82039 -0.2 0.0 -0.1
H -4.31552 0.53245 -0.77322 -0.2 0.2 -0.1
H -3.35652 -0.32618 0.16494 0.2 0.0 0.2
C 7.47054 2.72575 -0.56414 -0.5 -0.3 -0.5
C 6.53281 2.52250 0.63599 0.1 0.2 -0.2
C 5.73779 1.16269 0.72163 -0.1 1.6 -0.9
O 4.81618 1.00830 -0.39532 1.4 -1.2 -0.4
C 3.57404 1.63835 -0.34473 0.6 1.6 1.4
N 7.30750 2.74430 1.84748 -0.1 -0.5 0.6
H 7.98474 3.68662 -0.54335 -0.3 0.2 0.4
H 6.94964 2.70360 -1.52136 0.0 -0.3 -0.1
H 8.28675 2.00333 -0.56465 -0.1 -0.4 -0.1
H 5.83171 3.35633 0.67189 -0.5 -0.2 -0.4
H 5.21490 1.15840 1.67802 -0.2 0.0 0.0
H 6.43284 0.32342 0.69643 -0.1 -0.1 -0.2
H 3.09777 1.75090 -1.31869 0.1 -0.7 0.0
H 3.75223 2.66015 -0.00964 -0.3 0.4 0.1
H 2.96032 1.19843 0.44135 -0.5 -0.3 -0.2
H 8.14554 2.18417 1.78378 0.3 -0.2 0.2
H 7.63260 3.69950 1.80300 0.1 0.2 0.2
C 1.58448 8.68296 1.21912 0.6 -1.3 1.2
C 0.14852 8.14645 1.23013 0.9 1.7 -1.2
C -0.20617 6.98899 2.07684 -0.9 1.3 1.0
O 0.54815 5.91334 1.71998 -0.7 -2.6 0.1
C -0.09497 4.64993 1.99797 0.9 -0.2 -0.9
N -0.72662 9.25765 1.52402 -1.3 0.5 -0.4
H 1.88094 8.95618 2.23182 -0.3 0.6 0.3
H 1.69310 9.54618 0.56250 0.0 -0.2 -0.1
H 2.33404 7.90922 1.05302 0.0 0.0 -0.9
H -0.04746 7.84102 0.20231 -0.3 0.0 -0.2
H -1.27535 6.81571 1.95459 -0.2 -0.1 -0.2
H -0.07928 7.27095 3.12206 0.2 -0.1 0.5
H -1.01051 4.45853 1.43828 -0.3 0.7 -0.2
H -0.31326 4.42664 3.04229 0.3 0.4 0.2
H 0.59738 3.91488 1.58753 0.2 -0.2 0.4
H -0.54308 9.76671 2.37681 0.4 -0.4 0.3
H -0.59867 9.94817 0.79813 -0.2 0.1 -0.1
C -6.37415 -4.08493 -0.92489 -0.7 0.2 1.4
C -5.15214 -4.74029 -1.47685 -1.1 -1.4 1.4
C -5.44354 -6.10871 -2.15663 0.5 -0.7 -0.7
O -5.72767 -7.20925 -1.29456 -1.0 0.5 0.8
C -5.92898 -8.48079 -1.93648 1.2 0.6 -0.9
N -4.42942 -3.77090 -2.26621 0.7 -0.6 -1.3
H -7.02342 -3.60375 -1.65634 0.3 0.0 -0.4
H -6.06897 -3.34259 -0.18740 0.0 0.3 -0.1
H -7.03186 -4.74673 -0.36139 0.2 -0.4 -0.1
H -4.45855 -5.04139 -0.69174 -0.1 0.2 0.5
H -4.49687 -6.38356 -2.62177 0.2 0.0 -0.7
H -6.22911 -6.04880 -2.90987 -0.1 0.2 -0.3
H -6.22736 -9.26971 -1.24605 0.1 0.5 0.3
H -4.98026 -8.72156 -2.41611 0.4 -0.5 0.2
H -6.59178 -8.51965 -2.80094 -0.7 0.7 0.2
H -3.80909 -4.38541 -2.77382 0.9 0.4 -0.6
H -5.01137 -3.39303 -3.00014 -0.5 0.1 -0.1
C 1.48901 2.19234 -3.76725 0.2 -0.4 -0.3
C 0.03383 2.24312 -4.11090 0.7 -0.4 0.6
C -0.27249 3.51809 -4.80684 -1.7 0.7 0.2
O 0.39986 3.65545 -6.02837 0.4 0.0 0.4
C 0.31298 4.95756 -6.56573 0.2 0.4 -0.6
N -0.33789 1.16808 -5.01794 -0.4 -2.2 -0.3
H 1.74447 3.00188 -3.08353 0.0 -0.1 0.0
H 1.98091 2.36396 -4.72468 0.6 -0.1 0.2
H 1.73424 1.21724 -3.34635 0.3 0.1 0.0
H -0.54876 2.06469 -3.20710 -0.3 0.6 0.0
H -0.15956 4.36643 -4.13181 0.3 0.2 -0.1
H -1.33893 3.40901 -5.00416 -0.6 0.7 -0.2
H -0.70378 5.28207 -6.78703 -0.3 -0.3 0.0
H 0.87511 4.96119 -7.49959 -0.1 -0.1 0.0
H 0.74036 5.74223 -5.94142 0.2 -0.2 0.4
H 0.34994 1.07312 -5.75140 0.6 -0.1 0.0
H -1.13026 1.47398 -5.56446 -0.6 -0.1 0.1
C 0.42733 -2.14238 4.40248 -1.0 -0.3 -0.4
C 0.06774 -3.36322 5.29541 0.7 0.2 0.4
C -0.64759 -4.60403 4.62739 1.2 1.7 0.3
O -1.92455 -4.25632 4.17944 -0.6 0.0 -0.5
C -2.63847 -5.35425 3.56903 1.3 0.7 0.6
N 1.39096 -3.70767 5.90041 -1.5 0.1 -0.6
H 1.07596 -1.43315 4.91664 -0.3 -0.1 0.4
H -0.48337 -1.64713 4.06562 -0.1 0.2 0.1
H 0.97325 -2.35609 3.48357 0.1 -0.7 -0.1
H -0.58197 -3.01620 6.09888 0.0 0.1 0.0
H -0.67474 -5.43262 5.33506 0.0 -0.1 0.2
H 0.03859 -4.85106 3.81732 -0.1 -0.5 -0.5
H -2.98499 -6.01371 4.36473 -0.5 0.0 -0.2
H -1.90857 -5.90340 2.97424 -0.2 -0.2 -0.4
H -3.40944 -4.92244 2.93088 -0.1 -0.3 0.3
H 1.28735 -4.50205 6.51547 0.3 -0.3 -0.1
H 1.94788 -3.92646 5.08674 0.6 -0.5 0.3
C 2.50521 -3.42783 -1.40447 1.1 -0.6 0.4
C 3.43524 -2.21996 -1.11913 -0.1 -2.1 0.2
C 4.97089 -2.51798 -1.31445 -1.2 0.3 -0.6
O 5.48842 -3.41853 -0.37299 -0.3 -0.2 0.9
C 6.91706 -3.48598 -0.35522 -1.0 0.1 -0.5
N 2.96229 -1.15513 -1.95348 0.9 0.3 -0.8
H 3.04241 -4.34542 -1.16458 -0.1 -0.1 0.4
H 2.24048 -3.56037 -2.45350 0.0 0.6 -0.1
H 1.60454 -3.37754 -0.79264 -0.1 0.0 -0.1
H 3.26013 -1.91664 -0.08693 0.5 -0.3 0.6
H 5.44661 -1.53727 -1.31582 0.4 0.2 0.3
H 5.14211 -2.94669 -2.30186 -0.2 0.1 -0.4
H 7.28158 -2.51922 -0.00793 0.5 -0.1 -0.1
H 7.23429 -3.72978 -1.36913 0.5 0.3 -0.1
H 7.24815 -4.30404 0.28450 -0.3 0.2 0.2
H 2.03067 -0.94651 -1.62385 0.1 0.6 -0.3
H 3.62741 -0.41418 -1.78398 -0.5 0.8 -0.1
```
Forces are in eV/Å.

Entry 2:
Entry from the Open Molecules 2025 dataset: a molecular structure, C11H17Cl2MoNO2S in a non-equilibrium geometry (wB97M-V/def2-TZVPD).

Output
Expectation value of S² ... 2.023
Total charge ... -2
Lowest unoccupied orbital energy (spin up / spin down) ... 4.9 / 4.9 eV
HOMO-LUMO gap (spin up / spin down) ... 4.9 / 5.2 eV
E_tot ... -2021.44162 Eh
Spin multiplicity ... 3
Energy relative to the best compared isomer or geometry (same formula, charge and spin) ... 24.6 kcal per mole

Geometry as XYZ:
```
35
Properties=species:S:1:pos:R:3:forces:R:3
C -0.53974 0.94624 -2.46509 1.2 -0.6 0.1
C -1.48644 -0.02121 -1.98754 0.9 -0.9 0.1
C -0.75239 -1.13596 -1.43148 -0.1 0.9 -1.3
C -2.96494 0.01343 -2.09741 -0.5 0.1 0.5
C 0.64693 -0.86527 -1.57620 -0.3 1.2 -0.4
C 0.80901 0.32522 -2.43652 -0.4 -0.5 -1.1
C 1.94139 0.72519 -3.10661 -0.1 0.0 0.4
C -0.83391 2.19296 -3.21159 0.0 0.1 -0.1
C -1.39262 -2.36112 -0.88516 -0.4 -0.2 0.7
C 1.77334 -1.71800 -1.13247 0.5 -0.2 0.3
Mo -0.33774 0.73547 -0.20432 -3.2 -0.7 -0.5
Cl -3.00053 -0.49398 1.47019 -0.1 0.1 -0.2
Cl -1.71617 2.70776 0.22718 -0.2 0.3 0.0
O 3.40753 0.40596 0.32256 -0.4 1.8 0.0
H -3.32075 1.04294 -2.06623 -0.1 0.0 0.0
H -3.35878 -0.49036 -1.20896 -0.3 0.1 -0.1
H -3.38706 -0.46026 -3.00015 0.4 0.0 0.1
H -2.18122 -2.04137 -0.17791 0.2 -0.4 -0.2
H -0.67305 -2.94795 -0.31255 0.0 0.0 0.0
H -1.83940 -3.02351 -1.65025 0.2 0.4 0.0
H 1.42433 -2.50841 -0.45952 0.1 0.1 -0.1
H 2.50989 -1.10026 -0.58663 -0.3 -0.5 -0.3
H 2.29766 -2.19397 -1.97646 -0.2 0.1 0.0
H 2.88025 0.19139 -2.93875 -0.2 0.3 -0.1
H 2.78039 1.21664 0.26418 0.7 -1.8 0.1
H 1.91943 1.60140 -3.75594 0.1 -0.2 0.2
H -1.78944 2.63610 -2.93282 0.0 0.0 0.1
H -0.82952 2.01819 -4.28978 0.0 0.0 -0.3
H -0.05403 2.92858 -3.01664 0.1 0.1 0.1
H 3.55762 0.25695 1.26049 -0.2 0.0 0.1
O 1.09373 1.91280 0.08852 2.6 3.0 -0.4
H 1.16618 2.90088 -0.12696 -0.6 -2.2 0.3
S 1.50796 -1.72228 3.34126 0.6 -0.5 0.6
C 0.69881 -1.09553 2.11628 -2.9 2.3 -3.7
N 0.04318 -0.57873 1.22646 3.3 -2.6 5.2
```
Forces are in eV/Å.

Entry 3:
Entry from the Open Molecules 2025 dataset: 5 unconnected molecules or ions with the total composition C22H28F5N2O14 in a non-equilibrium geometry (wB97M-V/def2-TZVPD).

Output
Total charge ... +1
Lowest unoccupied orbital energy ... -3.1 eV
HOMO-LUMO gap ... 9.2 eV
E_tot ... -2516.98248 Eh

Geometry as XYZ:
```
71
Properties=species:S:1:pos:R:3:forces:R:3
C -1.91609 -6.07103 0.51059 0.0 0.1 0.3
C -0.54567 -5.22688 0.39398 -0.1 -0.9 1.6
O 0.06618 -5.23654 -0.91952 -1.6 1.0 0.0
C -0.77159 -4.62948 -1.92511 0.2 0.6 -1.2
C -0.99878 -3.04465 -1.75997 0.8 0.4 -0.6
C 0.28471 -2.23336 -2.26019 2.6 -0.3 -1.2
C 1.54983 -2.67034 -3.02351 -2.9 2.2 2.0
N 2.38877 -1.46816 -3.23069 -5.8 0.1 3.1
C 1.62422 -0.42717 -2.60589 -0.3 1.7 0.5
C 2.08527 1.12575 -2.49039 -0.6 -1.0 0.9
C 3.01818 1.18284 -1.15782 4.6 -1.5 -1.4
O 4.20072 0.77688 -1.31806 -5.7 2.1 1.7
F 2.53107 1.62170 0.10287 0.7 -1.0 -3.2
N 0.36607 -0.79222 -2.00009 4.3 -3.3 -3.5
C -0.65122 0.02319 -1.27466 -0.2 1.7 0.9
H -2.72297 -5.36445 0.94181 1.1 -1.5 -0.7
H -1.75113 -6.97253 1.21445 -0.4 1.6 -1.1
H -2.27230 -6.50879 -0.48808 0.6 0.8 1.4
H 0.20909 -5.73707 1.11216 -1.0 1.0 -1.5
H -0.70904 -4.17365 0.82847 0.3 -1.4 -1.0
H -0.21892 -4.77991 -2.93448 -0.9 0.1 1.7
H -1.79931 -5.11365 -2.05768 1.4 0.5 0.5
H -1.88374 -2.69753 -2.42638 1.4 -0.7 1.1
H -1.22427 -2.72932 -0.68164 0.4 -0.5 -1.5
H 1.80006 -3.72773 -3.35829 -0.2 1.9 0.5
H 3.30401 -1.38757 -3.70196 -0.9 0.1 0.6
H 2.66798 1.42713 -3.44259 -0.8 -0.7 2.2
H 1.17421 1.82214 -2.36545 1.4 -1.4 -0.4
H -1.72436 -0.36049 -1.37891 1.9 0.1 -0.1
H -0.37647 0.05043 -0.16338 -0.5 -0.2 -1.8
H -0.66731 1.12699 -1.62259 0.3 -2.0 0.2
C -4.55746 -2.12499 2.79745 -1.1 0.3 0.5
C -3.48195 -3.12129 3.07910 -0.4 -0.9 0.2
O -2.56790 -2.91750 2.01711 0.1 0.9 0.1
C -2.70071 -1.60717 1.67346 0.2 0.9 -0.5
O -1.90755 -1.00054 1.00191 -0.8 -0.8 0.6
O -3.83515 -1.06258 2.18771 1.1 -0.3 -0.5
F -3.95707 -4.38466 3.00151 0.2 0.0 0.1
H -5.30927 -2.50082 2.09774 0.2 -0.2 0.1
H -5.06072 -1.78840 3.70508 0.1 0.1 -0.1
H -2.97250 -2.97536 4.03615 0.0 -0.1 -0.1
C 2.03865 5.24169 -3.65323 0.4 0.5 0.9
C 2.35709 4.32612 -4.79010 -0.2 0.0 -0.2
O 1.15724 4.30145 -5.53437 0.4 0.4 0.1
C 0.56919 5.51330 -5.31370 -1.6 1.1 -0.7
O -0.31788 5.96067 -5.98023 0.9 -0.6 0.7
O 1.12284 6.15375 -4.24547 -0.3 -0.6 -0.7
F 2.61459 3.06464 -4.34581 0.2 0.0 -0.3
H 1.54963 4.72609 -2.81963 0.0 -0.2 -0.2
H 2.92814 5.76295 -3.27341 -1.0 -0.4 -0.4
H 3.17767 4.66927 -5.42665 0.0 -0.3 0.1
C 4.44519 8.54833 -0.41620 -0.6 0.4 0.9
C 5.37974 9.10656 -1.43987 0.8 0.5 0.2
O 5.72437 7.97380 -2.21330 -1.0 -0.3 -0.1
C 4.65001 7.14507 -2.13874 0.0 -0.7 -0.4
O 4.46192 6.21566 -2.87891 1.2 1.1 1.0
O 3.80727 7.49785 -1.12981 0.4 -0.4 -0.8
F 6.50161 9.59004 -0.86067 0.0 0.1 -0.1
H 4.96727 8.13363 0.45065 0.2 0.1 -0.2
H 3.71939 9.28504 -0.06881 -0.1 -0.2 -0.1
H 4.93666 9.87098 -2.08480 0.2 0.0 0.0
C -3.21665 -3.17912 8.28486 0.6 0.7 0.6
C -3.13229 -4.52660 7.64305 0.0 -0.8 0.5
O -4.38029 -4.65313 6.99191 0.2 0.8 -0.3
C -4.75792 -3.38212 6.68232 -1.2 0.4 -0.7
O -5.62135 -3.10892 5.89603 0.9 -0.2 0.6
O -4.02962 -2.45746 7.36988 -0.3 -0.5 -0.5
F -3.03163 -5.50251 8.57376 0.1 -0.1 -0.1
H -3.70673 -3.20714 9.26209 0.0 -0.2 -0.1
H -2.23843 -2.70887 8.39665 -0.2 0.1 -0.1
H -2.32432 -4.62714 6.91194 0.0 -0.2 0.1
```
Forces are in eV/Å.